Model i:
# H2N2O3S

A 2-piece molecular cluster, H2N2O3S overall (ωB97M-V/def2-TZVPD, the Open Molecules 2025 dataset).

Structure (XYZ):
```
8
Properties=species:S:1:pos:R:3
N -2.266 0.437 0.183
N 1.308 -0.177 -0.355
O -1.931 -0.620 -0.342
O -3.313 0.916 0.606
O 0.527 -0.735 0.586
S 2.557 0.478 0.274
H -0.209 -0.916 0.002
H 3.326 0.616 -0.953
```

Values from the calculation:
E_HOMO (alpha / beta)	-9.893 / -7.547	eV
net charge	0
LUMO (alpha / beta)	-0.9 / -2.5	eV

***

Model ii:
# H2N2O3S

One molecule with the formula H2N2O3S (ωB97M-V/def2-TZVPD, the Open Molecules 2025 dataset).

Structure (XYZ):
```
8
Properties=species:S:1:pos:R:3
N 0.304 0.237 0.033
N 0.046 2.306 1.685
O -0.564 1.665 2.543
O 1.075 2.978 1.709
O -0.272 2.661 -0.837
S -0.771 1.754 0.072
H 1.191 0.649 0.315
H -0.035 -0.287 0.878
```

Values from the calculation:
E_HOMO	-10.735	eV
net charge	0
LUMO	-0.6	eV

***

model ii wins, 2.841 eV ahead of the next structure.

***

Model i:
# H31O16

A 16-piece molecular cluster, H31O16 overall (ωB97M-V/def2-TZVPD, the Open Molecules 2025 dataset).

Structure (XYZ):
```
47
Properties=species:S:1:pos:R:3
O -0.878 2.985 -2.544
H 2.150 0.661 0.341
H 2.688 -3.434 3.781
O 4.991 2.279 -2.233
H -1.252 3.315 -1.737
H -0.788 2.033 -2.408
O -3.663 -2.290 -2.251
H 4.382 2.760 -2.783
H 2.326 -3.151 2.255
O 2.977 -3.043 2.952
H -2.055 -1.190 3.183
H 4.713 2.159 -1.327
O 2.747 1.216 -0.215
H 1.083 4.290 2.042
H 0.172 2.903 0.286
O -2.165 -0.513 -1.533
H -2.458 1.910 -0.242
H -0.090 -1.113 -0.254
O -1.713 -5.503 -2.182
H -1.717 -5.735 -1.249
H -1.418 -4.595 -2.277
O 3.189 -1.203 -1.117
H 3.252 -2.073 -1.535
H -3.177 -1.494 -1.790
O 1.192 0.672 1.911
H 0.347 0.202 1.845
O 1.548 4.963 2.593
H 3.622 0.863 -0.021
H 1.548 5.710 1.985
O -2.090 1.199 0.296
H -3.159 -3.092 -2.097
H -2.180 0.360 -0.410
O 0.754 3.449 -0.271
H -1.703 -0.637 1.701
H -0.871 -2.717 1.195
O -4.775 -0.110 2.272
H 0.530 -0.715 -1.562
H -2.136 0.095 -2.265
O -0.905 -2.450 0.274
H 1.528 2.852 -0.288
H -4.350 0.117 3.103
O -1.511 -1.276 2.413
H 0.924 1.587 1.997
H 2.264 -1.129 -0.803
O 0.453 -0.406 -0.656
H -4.097 0.281 1.699
H -1.613 -1.839 0.011
```

Values from the calculation:
E_HOMO	-6.084	eV
net charge	-1
LUMO	2.1	eV

***

Model ii:
# H31O16

A 16-piece molecular cluster, H31O16 overall (ωB97M-V/def2-TZVPD, the Open Molecules 2025 dataset).

Structure (XYZ):
```
47
Properties=species:S:1:pos:R:3
O -5.019 -3.058 -0.468
H 2.053 3.153 -3.254
H -0.319 1.219 -1.426
O -0.635 -0.169 -0.675
H -4.080 -3.347 -0.214
H -5.185 -2.100 -0.291
O 0.979 -1.419 0.887
H 0.112 -0.574 0.005
H 0.867 -0.639 1.134
O -2.489 3.724 -3.408
H -3.053 3.137 -2.840
H -1.618 3.460 -2.965
O -3.135 0.794 -0.685
H -3.560 0.202 -1.317
H 4.743 -0.320 -0.747
O -2.420 1.738 5.345
H -3.028 0.999 5.150
H -1.586 1.293 5.319
O 2.536 4.139 1.836
H 2.606 3.191 1.748
H 2.701 4.599 1.033
O 4.180 -0.141 1.373
H 3.279 -0.048 1.377
H 4.462 -0.974 1.524
O -3.939 -1.675 -3.383
H -4.099 -2.545 -3.675
O 2.598 -3.065 2.324
H 2.513 -4.028 2.204
H 1.877 -2.760 1.660
O -0.503 1.856 -2.114
H -0.461 1.323 -2.865
H -2.149 0.564 -0.910
O 5.041 0.139 -1.541
H -0.389 -1.921 1.279
H 4.331 -0.113 -2.098
O 0.307 -0.633 4.218
H 0.944 -1.350 4.299
H -0.119 -1.034 3.283
O 2.344 3.631 -3.845
H 1.385 -2.493 -0.231
H 3.226 3.722 -3.766
O 1.593 -2.848 -1.178
H 2.116 -3.653 -1.055
H -4.150 -1.858 -2.456
O -1.484 -2.270 1.376
H -1.115 -0.886 -1.020
H -1.937 -2.158 0.622
```

Values from the calculation:
E_HOMO	-8.009	eV
net charge	-1
LUMO	2.2	eV

***

model i wins, 2.828 eV ahead of the next structure.

***

Model i:
# C4H6O3S

A 2-piece molecular cluster, C4H6O3S overall (ωB97M-V/def2-TZVPD, the Open Molecules 2025 dataset).

Structure (XYZ):
```
14
Properties=species:S:1:pos:R:3
C 0.486 1.357 0.400
C -1.525 -1.095 0.818
C 1.431 -0.704 -0.539
C 0.586 0.464 -0.767
O 0.717 1.016 1.542
O -0.923 -2.131 0.660
O -2.564 1.195 -0.274
S -1.957 -0.109 -0.650
H 0.076 2.297 0.192
H -1.685 -0.549 1.773
H 1.329 -0.998 0.523
H 2.416 -0.224 -0.578
H 1.269 -1.302 -1.360
H 0.344 0.783 -1.740
```

Values from the calculation:
E_HOMO (alpha / beta)	-9.317 / -8.953	eV
net charge	0
LUMO (alpha / beta)	-1.5 / -1.9	eV

***

Model ii:
# C4H6O3S

One molecule with the formula C4H6O3S (ωB97M-V/def2-TZVPD, the Open Molecules 2025 dataset).

Structure (XYZ):
```
14
Properties=species:S:1:pos:R:3
C 1.552 1.033 -0.900
C 0.413 0.042 -1.057
C -0.460 0.124 0.252
C -1.472 -0.929 0.357
O 1.754 1.811 -1.773
O 0.527 0.448 2.649
O 2.145 0.928 0.252
S 0.945 -0.281 1.456
H -0.270 0.281 -1.921
H 0.872 -0.995 -0.960
H -0.697 1.124 0.543
H -2.214 -0.614 1.085
H -1.149 -1.950 0.556
H -1.946 -1.022 -0.540
```

Values from the calculation:
E_HOMO	-10.032	eV
net charge	0
LUMO	-1.1	eV

***

Model iii:
# C4H6O3S

One molecule with the formula C4H6O3S (ωB97M-V/def2-TZVPD, the Open Molecules 2025 dataset).

Structure (XYZ):
```
14
Properties=species:S:1:pos:R:3
C 1.649 0.453 0.236
C 0.287 -0.140 -0.026
O -0.751 0.855 0.104
C -0.981 1.589 -0.980
O -0.387 1.512 -2.024
O 0.020 -1.098 0.990
C -1.039 -1.882 0.802
S -1.516 -3.004 1.862
H 2.404 -0.336 0.218
H 1.646 0.935 1.244
H 1.862 1.208 -0.515
H 0.190 -0.638 -1.007
H -1.822 2.292 -0.760
H -1.562 -1.744 -0.144
```

Values from the calculation:
SMILES	C[C@H](OC=O)OC=S
E_HOMO	-9.060	eV
net charge	0
LUMO	0.2	eV

***

model iii wins, 1.270 eV ahead of the next structure.

***

Model i:
# CH3F3P

A 2-piece molecular cluster, CH3F3P overall (ωB97M-V/def2-TZVPD, the Open Molecules 2025 dataset).

Structure (XYZ):
```
8
Properties=species:S:1:pos:R:3
C -1.766 -0.164 -0.044
F 2.355 1.447 0.357
F 1.830 -0.273 -1.234
F 1.745 -0.744 1.088
P 1.302 0.337 0.122
H -2.384 0.697 0.322
H -1.692 -1.193 0.498
H -1.389 -0.109 -1.109
```

Values from the calculation:
E_HOMO (alpha / beta)	-16.596 / -16.596	eV
net charge	+1
LUMO (alpha / beta)	-8.8 / -8.8	eV

***

Model ii:
# CH3F3P

A 2-piece molecular cluster, CH3F3P overall (ωB97M-V/def2-TZVPD, the Open Molecules 2025 dataset).

Structure (XYZ):
```
8
Properties=species:S:1:pos:R:3
C 1.078 0.068 0.042
F -1.187 -1.027 1.089
F -1.355 -0.964 -1.148
F -1.983 1.680 -0.109
P -0.711 -0.136 -0.074
H 1.044 0.889 0.692
H 1.647 0.293 -0.969
H 1.467 -0.803 0.478
```

Values from the calculation:
E_HOMO	-19.032	eV
net charge	+1
LUMO	-8.6	eV

***

model i wins, 1.058 eV ahead of the next structure.

***

Model i:
# C24H19ClIN4O4TcTe

C24H19ClIN4O4TcTe as an isolated structure (ωB97M-V/def2-TZVPD, the Open Molecules 2025 dataset).

Structure (XYZ):
```
55
Properties=species:S:1:pos:R:3
Tc 0.436 -0.757 0.011
Cl -2.988 -6.430 3.257
C -2.420 -4.907 2.615
C -2.990 -3.702 3.080
C -2.558 -2.497 2.620
C -1.497 -2.394 1.659
O -1.113 -1.220 1.319
C -0.979 -3.625 1.162
C -0.057 -3.724 0.073
O 0.483 -2.801 -0.558
C -1.450 -4.865 1.667
H -3.789 -3.747 3.810
H -2.997 -1.575 2.975
H 0.179 -4.745 -0.261
H -1.031 -5.785 1.279
I -2.907 4.417 -4.197
C -1.409 3.065 -3.688
C -1.759 1.817 -3.192
C -0.755 0.922 -2.862
C 0.583 1.245 -3.040
C 0.910 2.494 -3.550
C -0.078 3.416 -3.857
C 1.674 0.250 -2.737
O 2.661 0.171 -3.446
O 1.484 -0.480 -1.687
H -2.798 1.554 -3.052
H -1.030 -0.053 -2.472
H 1.953 2.745 -3.684
H 0.187 4.402 -4.208
N 1.666 -0.942 1.259
C 3.073 -0.829 1.164
C 3.726 -0.574 2.369
C 5.104 -0.449 2.410
C 5.850 -0.603 1.250
C 5.204 -0.872 0.051
C 3.823 -0.977 0.000
H 3.125 -0.462 3.261
H 5.597 -0.233 3.350
H 6.927 -0.510 1.280
H 5.776 -0.993 -0.860
H 3.318 -1.167 -0.935
C -3.968 3.130 1.872
Te -2.822 1.351 1.960
C -3.219 0.891 -0.066
H -3.594 3.741 1.054
H -3.827 3.668 2.806
H -5.024 2.912 1.734
H -4.280 0.695 -0.205
H -2.649 0.005 -0.328
H -2.897 1.730 -0.676
N 0.224 1.300 0.174
C 0.352 2.457 0.105
N 0.371 3.729 0.171
C 0.891 4.515 -0.743
N 1.311 5.293 -1.490
```

Values from the calculation:
spin multiplicity	2
expectation value of S²	0.787
E_HOMO (alpha / beta)	-5.015 / -5.084	eV
net charge	-1
LUMO (alpha / beta)	1.5 / 1.5	eV

***

Model ii:
# C24H19ClIN4O4TcTe

C24H19ClIN4O4TcTe as an isolated structure (ωB97M-V/def2-TZVPD, the Open Molecules 2025 dataset).

Structure (XYZ):
```
55
Properties=species:S:1:pos:R:3
Tc 0.376 0.172 0.799
Cl 4.604 -0.599 6.912
C 3.408 -0.336 5.666
C 2.055 -0.136 6.047
C 1.091 0.076 5.119
C 1.388 0.103 3.703
O 0.439 0.333 2.890
C 2.758 -0.104 3.348
C 3.220 -0.099 2.003
O 2.547 0.017 0.966
C 3.742 -0.318 4.354
H 1.802 -0.158 7.100
H 0.058 0.225 5.402
H 4.308 -0.210 1.869
H 4.773 -0.467 4.054
I 0.133 -1.343 -8.111
C 0.382 -0.712 -6.142
C 1.538 -0.033 -5.783
C 1.685 0.407 -4.477
C 0.702 0.151 -3.530
C -0.439 -0.544 -3.902
C -0.613 -0.970 -5.211
C 0.849 0.673 -2.126
O 1.130 1.861 -1.958
O 0.594 -0.209 -1.232
H 2.313 0.153 -6.513
H 2.569 0.959 -4.186
H -1.195 -0.766 -3.157
H -1.508 -1.504 -5.497
N -1.344 0.394 0.628
C -2.343 -0.147 -0.202
C -3.542 0.552 -0.330
C -4.551 0.061 -1.144
C -4.376 -1.145 -1.811
C -3.190 -1.853 -1.672
C -2.168 -1.350 -0.879
H -3.661 1.476 0.220
H -5.477 0.612 -1.249
H -5.170 -1.538 -2.434
H -3.056 -2.797 -2.183
H -1.230 -1.874 -0.779
C -0.139 3.440 2.414
Te 0.854 2.871 0.632
C -0.721 3.534 -0.599
H -0.337 4.509 2.398
H 0.506 3.194 3.253
H -1.060 2.866 2.490
H -1.070 4.487 -0.209
H -1.511 2.789 -0.575
H -0.329 3.643 -1.603
N 0.404 -1.902 1.077
C 0.357 -3.065 1.122
N 0.438 -4.337 1.234
C -0.581 -5.131 0.992
N -1.413 -5.912 0.800
```

Values from the calculation:
spin multiplicity	2
expectation value of S²	0.766
E_HOMO (alpha / beta)	-4.738 / -4.923	eV
net charge	-1
LUMO (alpha / beta)	2.0 / 2.0	eV

***

model ii wins, 1.328 eV ahead of the next structure.

***

Model i:
# C9H11NO

One molecule with the formula C9H11NO (ωB97M-V/def2-TZVPD, the Open Molecules 2025 dataset).

Structure (XYZ):
```
22
Properties=species:S:1:pos:R:3
C -1.357 -0.093 2.380
C -0.159 -1.037 2.188
C -0.215 -1.837 0.953
N 0.948 -0.957 0.529
C 0.696 -0.081 -0.488
C 0.245 -0.560 -1.723
C -0.018 0.307 -2.852
C 0.438 1.586 -2.679
C 0.881 2.115 -1.497
C 1.055 1.283 -0.427
O 0.921 -0.244 1.785
H -1.200 0.839 1.848
H -1.425 0.191 3.516
H -2.328 -0.551 1.967
H 0.074 -1.698 3.145
H -0.084 -2.904 1.070
H -1.149 -1.804 0.328
H -0.062 -1.524 -1.740
H -0.196 -0.108 -3.787
H 0.473 2.344 -3.560
H 1.210 3.158 -1.511
H 1.249 1.574 0.555
```

Values from the calculation:
SMILES	C[C@H]1CN(c2ccccc2)O1
E_HOMO	-8.113	eV
net charge	0
LUMO	1.0	eV

***

Model ii:
# C9H11NO

One molecule with the formula C9H11NO (ωB97M-V/def2-TZVPD, the Open Molecules 2025 dataset).

Structure (XYZ):
```
22
Properties=species:S:1:pos:R:3
C 0.018 -2.300 0.471
N 0.642 -1.658 -0.779
C 1.418 -2.619 -1.600
C 0.722 -0.306 -0.955
O 1.339 0.166 -1.916
C -0.073 0.558 -0.025
C -1.398 0.675 -0.072
C -2.155 1.446 0.754
C -1.437 2.143 1.777
C -0.105 2.092 1.834
C 0.618 1.267 0.963
H -0.824 -2.865 0.139
H 0.809 -2.928 0.704
H -0.497 -1.397 1.230
H 0.650 -3.324 -2.200
H 2.078 -3.199 -1.177
H 1.795 -1.869 -2.536
H -1.818 0.011 -0.868
H -3.111 1.624 0.601
H -2.226 2.786 2.320
H 0.439 2.552 2.603
H 1.857 1.156 1.072
```

Values from the calculation:
SMILES	CN(C)C(=O)c1ccccc1
E_HOMO	-9.251	eV
net charge	0
LUMO	0.8	eV

***

model ii wins, 0.960 eV ahead of the next structure.